Record 1
This record from the Open Molecules 2025 dataset describes a 9-piece molecular cluster, C51H88N4O19 overall. The level of theory is ωB97M-V with the def2-TZVPD basis set.

XYZ file:
```
162
Properties=species:S:1:pos:R:3:forces:R:3:mulliken_charge:R:1
H 4.3836 -1.2930 17.7812 0.025 -0.069 -0.546 0.45
O 10.1892 -0.1486 13.8751 1.087 -0.011 -0.936 -0.50
H 4.9145 0.2563 10.5403 0.732 -0.679 0.390 -0.11
H 10.8498 -6.3911 12.0425 0.124 0.254 -0.241 -0.04
H 4.9554 -13.2402 15.3198 -0.666 0.419 0.121 0.38
H 8.3656 -5.6542 1.8552 0.307 0.657 0.273 0.42
C 5.2460 -3.6093 9.2826 -0.811 -0.135 0.204 -0.32
C 5.4908 -12.3374 15.0514 1.376 -1.044 0.409 -0.57
N 0.3207 -5.0685 16.4175 -0.022 0.573 -0.732 -0.24
C 10.1056 0.9246 14.7183 -0.906 -1.002 1.162 0.16
H 4.4744 0.7225 9.0256 0.455 0.159 -0.510 0.35
O 6.7544 -8.1177 6.7036 -0.977 0.391 0.221 -0.44
H -4.3587 -6.8940 17.4554 -0.112 -0.356 -0.082 0.24
H 7.5109 -5.0418 14.7864 -0.202 0.029 0.001 0.64
H 8.0353 -9.4052 10.7101 0.105 0.180 0.035 0.14
H 10.3832 -0.1664 16.5694 0.048 0.038 0.120 0.49
H 6.3289 -5.5584 5.3690 -0.483 -1.271 -0.220 0.36
C 9.4993 3.1677 16.2369 -0.381 -2.021 0.716 0.45
H 4.1003 -5.2589 6.8446 -0.588 -0.987 0.170 0.07
O 8.4967 -7.5317 2.5270 -0.805 -0.090 0.208 -0.36
C 7.6739 -5.8187 12.7691 0.088 -0.851 1.594 -0.69
O 8.1037 -2.4652 14.2201 0.010 -0.349 0.053 -0.29
O 5.6206 -0.5071 14.6708 -0.653 -0.367 -0.915 -0.17
H 11.8620 -7.1213 13.1935 0.245 -0.576 0.018 0.49
H 7.8096 -6.7870 7.8078 0.126 0.189 0.005 0.16
H 7.6795 -9.5783 13.6731 0.297 0.273 0.553 0.12
C 9.8397 1.9196 16.8474 -0.261 0.810 0.084 -0.49
C 8.7021 -5.5380 4.0796 -0.365 -1.254 -1.150 -0.78
H 2.6659 -2.4109 20.6861 0.151 -0.657 -0.167 0.32
H 0.4141 -4.4825 5.6790 -0.088 0.353 0.246 0.32
H 10.5185 -7.3614 2.0350 0.334 0.328 0.599 0.28
H 3.2854 -5.6556 12.6988 -0.031 0.441 -0.446 0.51
H -1.5642 -4.0507 15.9526 -0.256 -0.392 1.148 0.36
H 12.5792 -6.4835 10.4825 -1.218 -0.736 -0.428 0.38
C 6.9256 -6.7768 7.1597 0.611 0.481 0.091 0.13
H 11.2612 -3.4863 11.2000 -0.123 0.266 0.318 -0.02
H 5.0456 -5.9101 16.0327 0.111 -0.002 -0.054 0.15
C 8.1221 -6.1817 2.7852 0.723 -0.049 -0.303 -0.52
C -0.9280 -4.9106 15.6957 -0.638 -0.846 -1.061 -0.66
C 8.6232 -4.3356 11.1714 -0.510 -0.437 0.177 -0.01
H 8.6407 -11.8754 14.0534 0.181 0.518 0.029 0.21
H 5.4535 2.3910 13.3531 -0.677 -0.023 -0.206 0.39
H 4.8119 -5.7692 13.3972 -0.034 -0.339 1.492 0.05
N 12.6996 -7.1571 11.2394 0.777 1.188 1.006 -0.39
H -1.0867 -7.1463 15.5745 0.509 0.323 -0.248 0.25
C 11.5613 -7.2203 12.1504 -2.124 -0.250 -1.033 -0.14
H -4.2318 -6.3304 15.7664 -1.021 -0.716 -0.060 0.34
C 7.1266 -10.2883 14.2803 1.441 -0.178 -1.652 -0.02
H 9.7670 1.8164 17.9237 0.176 0.287 0.074 0.33
H 5.2087 -8.6902 8.0259 0.020 0.479 -0.058 0.25
H 9.6134 -0.9040 14.0191 -0.373 0.014 0.749 0.26
C 4.4216 -2.3616 17.9559 -0.466 0.484 0.982 -0.91
C -3.8228 -7.0240 16.5180 0.281 1.942 -0.903 -0.71
C 3.7459 -4.8713 7.7996 0.430 1.309 0.020 -0.14
O -2.5729 -6.3917 16.7205 0.781 -0.411 1.341 -0.33
H 5.3870 -2.8508 16.1773 -0.019 -0.516 -0.289 0.17
H -0.8289 -4.5684 14.6586 1.065 -0.641 -0.165 0.43
C 1.9245 -4.4229 14.5362 0.320 -0.096 -0.304 -0.26
H 4.5319 -4.0537 9.9930 -0.215 0.639 0.451 0.20
H 1.4588 -3.4683 4.6425 -0.207 -0.009 0.012 0.25
H 10.0792 -8.7499 12.7783 -0.545 0.636 -0.102 0.26
H 11.4777 -9.3093 12.0391 -0.022 -0.337 -0.750 0.49
C 4.0709 -4.1103 19.5385 0.773 -0.617 0.030 -0.59
H 3.8443 -4.4836 20.5309 -0.440 0.298 0.045 0.34
O 4.3050 0.6327 13.2704 -0.667 -0.446 -0.857 -0.44
H 8.1733 -14.0502 14.8080 0.043 0.284 -0.016 0.30
H 7.3313 -4.8049 6.3454 0.513 -0.209 0.897 0.42
H 14.5961 -6.4505 11.1463 -0.094 0.790 -0.219 0.40
H -3.8392 -8.0475 16.1358 0.367 -0.069 0.216 0.25
H 6.6746 -2.0675 9.1637 0.206 0.253 0.290 0.47
C -1.7051 -6.2485 15.6152 -1.137 0.690 -0.100 -0.55
C 7.1721 -5.8403 6.0152 1.198 0.904 -1.199 -1.11
H 8.9077 -2.3191 11.6999 -0.242 0.293 0.454 0.80
H 12.4977 -2.5215 12.0189 0.306 0.285 -0.235 0.35
H 9.3760 -10.4652 11.3701 -0.209 0.080 0.154 0.40
C 9.7547 2.1234 14.1509 -0.327 -0.601 -1.462 -0.23
C 8.5595 -3.2749 12.0651 0.091 -1.348 -0.693 -0.43
C 1.4493 -4.2337 5.4179 -0.619 -0.238 -0.642 -0.79
C 9.0786 -9.7022 10.6536 2.462 0.572 -1.494 -0.66
C 5.1899 0.0452 9.5026 -1.799 0.465 -1.016 -0.41
C 3.8904 -5.1905 13.4901 -0.767 0.108 -1.740 -0.67
O 7.2668 -13.8825 15.0817 0.034 -0.599 0.198 -0.54
C 10.1776 0.7944 16.1201 -0.418 0.650 -1.274 -0.56
C 4.9889 -3.2889 17.0834 -0.014 0.948 0.470 0.52
C 5.6918 -2.1951 9.6276 -0.466 -0.959 -0.995 -0.38
C 7.6486 -11.5926 14.3893 0.204 0.208 0.325 -0.42
O 3.2845 -1.9847 20.0948 0.213 2.201 -0.462 -0.58
H 14.2183 -4.3239 12.6361 0.438 -0.514 0.111 0.47
O 5.7219 -5.5305 16.6141 -0.338 -0.126 -0.382 -0.48
H 8.2204 -4.5599 4.1154 0.095 0.096 0.345 0.35
H 2.1201 -3.5994 8.4529 0.217 -0.095 0.223 0.31
C 5.8301 -10.0028 14.5452 -1.135 -0.531 0.369 0.35
O 10.0391 -8.5785 10.6778 -0.386 0.297 1.942 -0.60
C 5.0821 -4.6261 17.4418 0.886 0.631 -0.606 0.10
H 6.1383 -6.3587 7.7936 -0.500 -0.521 -0.173 0.24
H 7.4598 -2.6569 14.9123 0.100 0.146 0.105 -0.02
H 9.0540 -7.2510 10.6061 -0.085 0.304 0.403 0.46
H 9.8412 -8.9530 2.2892 0.151 0.029 -0.082 0.24
O 3.5514 -1.3252 14.0081 0.419 -0.988 0.115 -0.47
H 2.2215 -3.5172 13.9962 -0.275 0.422 0.483 0.34
C 7.7892 -4.8325 13.7617 -0.538 0.505 -0.977 -1.01
H 6.0644 1.1580 12.2542 -0.406 -0.244 -0.201 0.15
H 3.9948 -10.8072 15.2146 -0.214 -0.325 -0.327 0.34
N 8.3751 -6.2854 5.2636 -1.279 1.301 1.584 -0.07
H 10.0245 -8.0537 3.7481 0.921 0.600 -0.076 0.23
C 10.7248 -8.5197 11.9243 1.606 0.122 1.240 -0.70
H 8.9080 -4.1201 10.1493 0.226 -0.288 -0.045 0.82
C 4.9994 -11.0692 14.8983 -0.423 0.447 0.899 -0.62
H 1.5192 -5.1196 7.9212 0.054 -0.300 -0.643 0.43
H -2.3248 -6.2030 14.7079 0.011 -0.118 -0.106 0.40
C 4.7003 -5.0190 18.6964 -1.312 -0.163 -0.198 -0.42
H 8.5700 4.1276 17.7103 0.083 -0.570 0.001 0.33
H 6.2643 -9.9505 7.5087 0.351 0.059 -0.182 0.33
N 4.6455 -3.6803 7.9503 0.099 -0.711 0.285 -0.23
H 9.6042 2.0496 13.0791 0.198 0.394 -0.082 0.40
H 9.2404 4.2075 14.3934 -0.372 -0.106 -0.093 0.43
O 4.8084 -1.2412 9.0318 0.707 0.007 1.681 -0.43
H 4.4134 -8.8262 14.0704 -0.053 0.164 0.118 0.24
C 8.1322 -3.5582 13.3560 0.452 1.086 0.571 0.68
H 6.5725 1.3102 15.2107 -1.190 0.074 0.347 0.20
H 12.6350 -4.8328 12.9617 -0.623 -0.141 -0.467 0.26
H 2.1771 -4.1503 16.6559 0.076 0.203 -0.067 -0.28
H 5.7456 -2.1712 10.7195 0.075 0.622 0.041 0.16
H 4.6812 -6.0874 18.8730 0.375 0.067 0.470 0.39
H 8.5493 -7.2515 5.4717 0.331 -0.159 -1.044 0.27
C 6.2548 -8.8918 7.7706 0.128 -0.464 0.091 -0.55
O 5.3001 -8.7285 14.4335 0.458 -0.245 -0.270 -0.27
H 9.4757 -9.9741 9.6723 -1.565 -1.235 -0.227 0.28
C 3.9141 -2.7686 19.1884 -0.092 -2.404 0.509 0.52
C 12.2840 -3.0993 11.1189 -0.972 -1.181 -0.305 -0.45
H 6.1217 -4.2387 9.4805 0.144 -0.166 -0.824 0.06
H 6.2115 0.2715 9.1978 0.097 0.172 0.367 0.32
O 2.1814 -3.6902 6.4733 -0.218 0.086 -0.170 -0.28
C 9.4068 3.2448 14.8576 1.033 0.650 0.933 -0.55
C 6.8753 -12.6031 14.8957 -1.526 0.733 -0.789 0.48
H 9.7739 -5.3619 3.9753 0.103 -0.096 0.049 0.40
H 1.2464 -4.9258 13.8331 -0.373 -0.144 0.374 0.29
H 7.2094 -6.7372 13.1121 0.285 -0.337 -0.341 0.98
O 3.0954 -5.1943 14.6412 1.603 -1.091 1.268 -0.23
C 9.8449 -7.9314 2.6776 -1.327 -0.737 -0.164 -0.63
C 13.7698 -6.3646 11.8615 1.594 -0.035 0.142 -1.15
C 1.3518 -4.1352 15.9460 -0.093 0.077 -0.880 -0.13
H 4.0171 -2.8977 7.8268 0.503 0.484 0.071 0.34
C 13.4031 -4.9030 12.1834 0.963 0.102 -0.043 -0.27
H 6.8841 -8.7183 8.6495 -0.127 -0.165 0.172 0.10
O 13.1154 -4.2404 10.9664 -0.220 -0.020 0.017 -0.39
H 7.0341 -6.1412 2.8378 -0.057 -0.422 0.181 0.26
H 0.1034 -4.9096 17.3928 0.397 0.001 0.102 0.21
C 8.1959 -5.6527 11.5190 1.027 1.451 -1.344 -1.40
C 6.3010 0.7052 14.3442 1.998 0.341 -0.610 0.18
H 0.9689 -3.1157 15.8180 -0.097 0.194 0.559 0.29
H 7.3114 0.5966 13.9345 -0.005 -1.195 0.153 -0.16
O 8.3006 -6.6137 10.5455 -0.879 0.082 -0.054 -0.31
H 3.8950 -5.5113 8.6709 -0.023 -0.433 -0.318 0.39
H 4.2002 -4.1819 13.1957 -0.329 0.188 -0.023 0.22
O 9.1886 4.2515 16.9879 0.177 1.278 -0.009 -0.58
C 2.2913 -4.3765 7.6995 0.628 0.091 0.261 -0.86
H 1.8020 -5.1519 4.9306 0.715 -0.043 0.434 0.30
C 5.5203 1.3166 13.1849 0.945 0.483 1.319 -0.23
C 4.4393 -0.5528 13.9418 0.391 2.301 0.943 0.48
H 12.2863 -2.5583 10.1749 0.461 0.368 0.237 0.32
H 14.2892 -6.8143 12.7150 -0.841 -0.252 0.425 0.42
```
Positions in Å, forces in eV/Å.

Results
* highest occupied orbital energy: -7.758 eV
* DFT total energy: -99165.9732 eV
* SMILES: Oc1ccc(O)cc1.Oc1ccc(O)cc1.Oc1ccc(O)cc1.Oc1ccc(O)cc1.COCCNCCOC.COCCNCCOC.COCCNCCOC.COCCNCCOC.O=C1OCCO1
* 2S+1: 1
* energy above the lowest of the compared OMol25 structures with the same formula, charge and spin: 0.0 kcal per mole
* HOMO-LUMO gap: 8.120 eV

***

Record 2
This record from the Open Molecules 2025 dataset describes a 4-piece molecular cluster, C16H35FN3O6PS overall. The level of theory is ωB97M-V with the def2-TZVPD basis set.

XYZ file:
```
63
Properties=species:S:1:pos:R:3:forces:R:3:mulliken_charge:R:1
H 0.7419 0.9412 -0.5383 0.063 -0.002 -0.097 0.14
C -2.2936 1.1695 -4.7673 -0.005 0.030 0.081 0.97
H 0.8718 -3.1045 3.4687 0.068 0.071 -0.001 0.35
C -1.7228 -5.0374 1.2172 0.074 -0.048 -0.022 -0.78
H -2.6711 1.4626 -6.8269 0.012 0.000 0.004 0.31
H -4.4864 1.6163 -2.4319 -0.014 0.025 -0.027 0.28
H -1.4128 -4.8228 5.8046 -0.001 0.008 0.000 0.24
H -0.9368 -2.2725 1.4677 -0.090 0.018 -0.054 0.28
P 1.0877 4.3936 -1.9361 0.057 -0.041 -0.053 0.44
H -1.8767 -5.4288 2.2236 -0.009 0.028 0.014 0.24
C 0.6959 -4.6573 5.9554 -0.076 -0.003 0.005 -0.83
H -1.3371 3.1391 -0.6977 0.135 0.023 -0.013 0.29
C -0.1824 1.3041 -0.9898 -0.058 -0.025 0.126 0.11
H 0.7547 -4.5481 7.0396 0.016 0.020 0.001 0.29
C -0.9507 -3.3160 4.5888 0.027 0.017 -0.061 0.83
H 5.6485 2.5670 -0.2421 -0.007 -0.002 -0.007 0.35
C -0.4341 -2.4767 0.5235 0.003 -0.008 -0.049 -1.08
H 2.0056 5.1884 -2.6261 0.120 0.018 -0.037 0.12
N -0.3094 -4.8891 0.9270 -0.027 -0.023 0.033 -0.14
H 2.7734 3.0502 0.5621 -0.087 -0.019 -0.064 0.20
C 3.9400 1.5431 -1.0866 -0.150 0.089 -0.008 -0.77
H 3.0769 4.6093 1.2918 -0.027 -0.076 0.015 0.46
H -2.1321 0.8594 -2.8060 -0.018 -0.090 -0.010 0.02
H -2.2170 -4.0736 1.1630 -0.024 -0.001 0.020 0.30
H -1.1925 -2.5380 -0.2574 -0.003 -0.015 -0.001 0.51
C 2.8431 4.1143 0.3487 0.215 -0.032 0.283 -0.61
H 1.5325 5.7535 -0.0974 -0.013 -0.040 0.078 0.28
O -0.3337 4.6736 -2.2122 -0.318 0.001 -0.074 -0.67
H 3.8028 1.0789 -0.1101 -0.006 -0.001 -0.014 0.30
C 1.5204 4.6603 -0.1613 0.086 0.255 -0.063 0.01
C 0.1730 -2.4781 4.0262 -0.015 0.014 0.038 -1.35
H 5.4528 2.7992 -1.9667 0.003 0.088 0.028 0.38
H 0.7165 -1.9488 4.8095 0.045 -0.081 0.023 0.48
S 4.1946 4.3815 -0.8251 -0.102 0.045 -0.220 -0.13
H 2.9563 1.8449 -1.4502 0.086 -0.033 -0.054 -0.03
O -1.0849 1.2481 -4.9185 0.040 -0.001 -0.014 -0.65
C -0.8325 2.3732 -0.1133 -0.373 -0.198 0.110 -0.46
H -0.2619 -1.7427 3.3592 0.005 0.024 0.028 0.27
O 0.6223 2.3349 1.7734 0.072 0.030 0.039 -0.49
F -1.0380 0.2024 -1.0703 -0.181 -0.047 -0.102 -0.36
N -0.6199 -4.2995 5.4674 -0.005 -0.030 0.021 -0.17
C -4.2117 0.8416 -3.1502 0.064 0.005 -0.025 -0.97
H -3.9307 2.1440 -5.7814 -0.017 -0.011 0.003 0.36
C 0.1485 2.9587 0.8706 0.099 -0.116 -0.248 0.19
H 0.2404 -1.6609 0.2874 0.044 -0.024 0.015 0.04
H 1.4450 -4.0123 5.5082 0.021 -0.005 0.003 0.31
H -4.8514 0.9446 -4.0212 -0.028 -0.003 0.005 0.39
O 0.4399 4.2820 0.6854 -0.136 0.308 0.258 -0.36
H -2.1983 -5.7121 0.5030 -0.013 0.020 -0.015 0.31
H -0.0244 1.6417 -2.0138 0.062 -0.017 0.020 0.21
H -3.8532 0.3962 -6.0449 -0.021 0.009 0.007 0.37
H 0.9408 -5.6894 5.6994 0.016 0.004 -0.017 0.27
O -2.1121 -3.1378 4.2580 -0.007 -0.027 -0.035 -0.66
H 1.5043 3.0819 -2.2310 0.146 0.069 -0.060 -0.02
H -1.5721 1.8463 0.4956 0.039 0.005 -0.002 0.54
H -4.4080 -0.1299 -2.6930 -0.014 -0.016 -0.030 0.29
C 0.3686 -3.7521 0.6146 -0.033 0.030 0.044 0.69
H 4.3109 0.7837 -1.7744 0.054 -0.038 0.090 0.44
O 1.5754 -3.7746 0.4313 0.003 0.005 0.009 -0.68
N -2.8221 0.9604 -3.5345 -0.019 0.001 0.089 0.02
C -3.2550 1.3005 -5.9265 0.044 0.010 -0.017 -1.42
C 4.9073 2.7231 -1.0255 0.172 -0.205 -0.011 -0.48
H 0.2737 -5.7107 0.9570 0.005 0.007 0.011 0.23
```
Positions in Å, forces in eV/Å.

Results
* highest occupied orbital energy: -9.150 eV
* DFT total energy: -56757.1860 eV
* SMILES: CCSC[C@H](OC(=O)CCF)[PH2]=O.CNC(C)=O.CNC(C)=O.CNC(C)=O
* 2S+1: 1
* HOMO-LUMO gap: 9.771 eV